(1)
The following is a quantum chemistry calculation of C5H18AgClF2N7O12S2 as an isolated structure in a non-equilibrium geometry, from the OMol25 dataset.

Each line ends with the Löwdin charge.
Geometry (Å):
1 Ag -0.06473 0.33006 0.21865  1.20
2 N -1.24980 1.78547 1.21596  -0.33
3 S -1.67091 3.25408 1.31838  0.45
4 O -1.02853 4.00697 2.39470  -0.28
5 O -3.03334 3.68007 0.93658  -0.26
6 F -0.70103 3.75039 0.13993  -0.20
7 S -2.37988 1.36729 2.47261  0.63
8 O -3.70019 0.99683 1.96207  -0.27
9 O -2.20592 1.87845 3.83912  -0.24
10 F -1.79131 -0.12727 2.69875  -0.23
11 Cl 2.18432 -1.90618 -2.00974  0.62
12 O 2.08794 -0.86611 -3.01134  -0.37
13 O 1.68097 -1.32214 -0.79120  -0.41
14 O 1.45389 -2.95947 -2.55482  -0.32
15 O 3.56580 -2.32446 -1.82686  -0.34
16 C -2.83455 -2.95190 -0.81993  -0.06
17 C -2.66064 -1.64387 -0.08063  -0.33
18 O -1.35551 -1.60958 0.37200  -0.15
19 H -2.97613 -3.76340 -0.10611  0.08
20 H -2.01750 -3.18234 -1.50361  0.08
21 H -3.78485 -2.89024 -1.35022  0.08
22 H -3.37312 -1.61424 0.74375  0.12
23 H -2.79863 -0.71626 -0.63613  0.11
24 H -1.36561 -2.33385 1.00202  0.10
25 C 2.92786 1.82217 -0.16711  -0.78
26 O 1.73506 1.57990 -0.21775  -0.05
27 N 3.34166 2.70640 0.67614  0.19
28 N 3.78370 1.25590 -0.91141  0.23
29 H 2.71160 3.17186 1.31370  0.13
30 H 4.32451 2.85773 0.85280  0.12
31 H 3.41490 0.59319 -1.57843  0.10
32 H 4.75351 1.29125 -0.63158  0.13
33 C -1.57508 0.78449 -2.84280  -0.76
34 O -0.84302 0.96612 -1.88415  -0.02
35 N -1.42705 -0.23029 -3.66017  0.20
36 N -2.53868 1.56863 -3.13382  0.20
37 H -2.14047 -0.37263 -4.36079  0.11
38 H -0.66202 -0.88944 -3.64105  0.12
39 H -3.10561 1.35570 -3.94212  0.13
40 H -2.57703 2.43994 -2.62444  0.14
41 C 1.89739 -1.10873 2.57631  -0.75
42 O 1.08467 -0.33511 2.08030  -0.04
43 N 1.64852 -2.37204 2.61342  0.20
44 N 3.04630 -0.84293 3.09039  0.20
45 H 0.73744 -2.64745 2.27548  0.13
46 H 2.39336 -2.94214 2.98798  0.12
47 H 3.41647 0.09560 3.13778  0.13
48 H 3.67131 -1.58639 3.36738  0.12

<S²>: 0.752
E_HOMO (spin up / spin down): -9.616 / -9.609 eV
HOMO-LUMO gap (spin up / spin down): 9.290 / 5.347 eV
Total charge: 0
Total energy: -3090.399005 hartree
2S+1: 2



(2)
The following is a quantum chemistry calculation of a 3-piece molecular cluster, C5H18N2O2 overall in a non-equilibrium geometry, from the OMol25 dataset.

Each line ends with the Löwdin charge.
Geometry (Å):
1 C -0.29616 -0.20570 2.27076  -0.27
2 N 0.37917 -0.83132 1.09651  -0.08
3 C -0.64652 -0.98192 0.03665  -0.25
4 C -0.17738 -1.81420 -1.12609  -0.18
5 C 0.71229 -0.97048 -2.18115  -0.23
6 N -0.19056 -0.16160 -3.05120  -0.01
7 C -0.17933 1.31008 2.12250  -0.10
8 H 0.29154 -0.37496 3.22960  0.12
9 H -1.24856 -0.58143 2.64459  0.10
10 H 0.69448 -1.78767 1.30683  0.11
11 H -1.64612 -1.34328 0.38246  0.13
12 H -0.62203 0.10668 -0.28574  0.09
13 H 0.40999 -2.70318 -0.81913  0.11
14 H -1.03232 -2.12881 -1.63402  0.07
15 H 1.53874 -0.57541 -1.64358  0.08
16 H 1.16869 -1.68114 -2.92435  0.11
17 H -0.83957 -0.81541 -3.45591  0.06
18 H -0.59920 0.65293 -2.55284  0.06
19 H -0.41296 1.64134 1.11639  0.03
20 H -0.64688 1.91136 2.87276  0.07
21 H 0.89600 1.59855 2.18339  0.07
22 H 2.09835 0.47953 0.47682  0.01
23 H 3.35264 0.96471 1.14504  0.03
24 O 2.55930 1.29360 0.74428  -0.07
25 H -1.37620 1.76730 -0.34231  -0.02
26 H -2.15115 3.06664 -0.68803  0.02
27 O -2.03626 2.16380 -0.92423  -0.04

E_HOMO: -8.880 eV
SMILES string: CCNCCCN.O.O
HOMO-LUMO gap: 9.781 eV
Total charge: 0
Total energy: -461.231674 hartree



(3)
The following is a quantum chemistry calculation of a 4-piece molecular cluster, C5H18N2O3 overall in a non-equilibrium geometry, from the OMol25 dataset.

Each line ends with the Löwdin charge.
Geometry (Å):
1 C -1.15413 2.54585 -0.16946  -0.06
2 C -1.45577 1.06147 0.42202  -0.21
3 C -0.22854 0.09448 0.23865  -0.17
4 C -0.21442 -1.23647 1.08582  -0.25
5 N -1.55387 -1.64614 1.29612  -0.06
6 C -1.88391 -2.04803 2.57636  -0.31
7 N -3.09408 -2.11146 2.97422  0.08
8 H -1.14748 2.39185 -1.24629  0.07
9 H -1.82392 3.16180 0.24762  0.01
10 H -0.17210 2.98662 0.21399  0.09
11 H -2.30081 0.71691 -0.01526  0.05
12 H -1.78874 1.20744 1.43771  0.10
13 H 0.81756 0.56676 0.47719  0.12
14 H -0.07653 0.08631 -0.77936  0.04
15 H 0.38153 -1.96465 0.55676  0.09
16 H 0.48452 -0.98281 1.98767  0.14
17 H -2.20175 -0.97535 0.74639  0.15
18 H -0.93012 -2.04589 3.24796  0.14
19 H -3.81176 -2.10690 2.35384  -0.02
20 H 3.13435 2.73514 -0.45317  0.01
21 H 2.84703 1.24262 -0.75752  -0.03
22 O 2.51460 2.05818 -0.49940  -0.01
23 H 3.14139 -0.12278 -3.11171  0.01
24 H 3.98794 1.07762 -3.04614  0.06
25 O 3.66459 0.37343 -2.45357  -0.09
26 H 0.82426 0.28789 -2.81018  0.03
27 H 1.03866 -1.27409 -3.32490  0.08
28 O 1.28984 -0.33025 -3.36420  -0.05

E_HOMO: -8.759 eV
SMILES string: [H]/N=C\NCCCC.O.O.O
HOMO-LUMO gap: 9.174 eV
Total charge: 0
Total energy: -536.432394 hartree



(4)
The following is a quantum chemistry calculation of a 3-piece molecular cluster, C5H18N2O3 overall in a non-equilibrium geometry, from the OMol25 dataset.

Each line ends with the Löwdin charge.
Geometry (Å):
1 C 0.06461 -2.39934 -0.61699  0.03
2 C 0.05502 -0.83816 -0.40155  -0.30
3 C -0.71447 -0.13545 -1.59024  -0.08
4 C 0.01455 1.16681 -2.02376  -0.24
5 O 0.49939 1.19092 -3.35123  -0.03
6 N -0.67218 -0.45232 0.77332  0.15
7 C -0.16697 -0.75427 2.12026  -0.21
8 N 0.07031 0.44576 2.90544  0.11
9 H -0.83222 -2.78829 -0.11594  0.10
10 H -0.01688 -2.57359 -1.68191  0.09
11 H 0.84836 -2.91260 -0.06577  0.09
12 H 1.08178 -0.52196 -0.19448  0.14
13 H -0.76575 -0.84334 -2.38618  0.10
14 H -1.70762 0.18202 -1.28678  0.12
15 H 0.89203 1.29101 -1.39582  0.10
16 H -0.60727 2.05008 -1.83987  0.12
17 H 0.00310 0.56365 -3.88702  0.09
18 H -1.66986 -0.69002 0.75370  0.17
19 H -0.87779 -1.38118 2.60899  0.14
20 H 0.77928 -1.27198 2.05953  0.14
21 H 0.78390 1.05475 2.51082  0.10
22 H -0.77878 1.00443 2.98602  0.09
23 H -2.59571 2.82728 0.54902  0.06
24 H -1.84083 1.56885 1.26793  -0.03
25 O -2.64357 2.06461 1.13268  -0.03
26 H 3.02567 1.17469 0.12755  0.01
27 H 3.93295 0.01402 0.44047  0.04
28 O 3.83896 0.96361 0.60181  -0.05

<S²>: 0.756
E_HOMO (spin up / spin down): -14.010 / -13.970 eV
HOMO-LUMO gap (spin up / spin down): 10.940 / 5.625 eV
Total charge: +1
Total energy: -536.164934 hartree
2S+1: 2



- total energy of number 1 (C5H18AgClF2N7O12S2)?
  -3090.399005 hartree



- Look up the total charge of the third one.
  0



- Among the records above, which one has the highest total charge?
  number 4